Formula: C4H8N2O2
Source: the OMol25 dataset
Level of theory: ωB97M-V/def2-TZVPD

## Properties
energy	-416.9020	a.u.
max |F|	5.29	eV Å⁻¹
gap between HOMO and LUMO (spin up / spin down)	4.84 / 5.03	eV
LUMO level (spin up / spin down)	0.935 / -3.597	eV
HOMO level (spin up / spin down)	-3.90 / -8.63	eV

Geometry as ORCA input:
```
! RIJCOSX wB97M-V def2-TZVPD def2/J DEFGRID3
* xyz 0 3
O -1.49 -0.58 0.17
H 2.99 -0.27 -0.56
H -2.88 0.86 0.85
H 3.20 -0.49 1.21
C -0.70 0.27 -0.37
H -3.16 -0.98 1.07
C 2.92 0.20 0.46
N -0.95 1.41 -0.87
H -1.93 1.72 -1.07
C -2.79 -0.19 0.45
H -3.50 -0.24 -0.36
O 1.44 0.47 0.36
H 3.34 1.12 0.68
H 1.92 -1.50 -1.28
C 0.68 -0.30 -0.39
N 0.90 -1.29 -1.11
*
```